Entry 1:
Below is a 3-piece molecular cluster, C5H9NO2 overall at a distorted geometry, with properties calculated with the ωB97M-V functional and the def2-TZVPD basis.

Each line ends with the Löwdin charge.
Geometry (Å):
O 1.424 -1.605 -1.108  0.123
C 1.318 -1.462 0.055  -0.514
O 0.956 -1.576 1.149  0.159
C -1.764 0.303 -1.666  0.093
C -1.987 -0.303 -0.657  -0.212
C -2.297 -1.029 0.556  -0.105
H -1.594 0.807 -2.572  0.019
H -3.257 -0.707 0.952  0.079
H -2.325 -2.099 0.353  0.087
H -1.534 -0.837 1.314  0.067
C 1.150 1.529 0.488  -0.143
N 2.119 0.564 -0.015  -0.068
H 0.194 1.356 -0.006  0.053
H 1.450 2.568 0.312  0.071
H 1.018 1.364 1.558  0.079
H 2.081 0.388 -1.067  0.117
H 3.049 0.739 0.353  0.095

**Structure (SMILES)**: O=C=O.C#CC.CN
**Net charge**: 0
**Calculated total energy**: -401.0943 hartree
**ΔE to the lowest compared entry with this formula, charge and spin**: 51.77 kcal/mol

Entry 2:
Below is one molecule with the formula C10H16Br2 at a distorted geometry, with properties calculated with the ωB97M-V functional and the def2-TZVPD basis.

Each line ends with the Löwdin charge.
Geometry (Å):
C -2.906 1.570 2.276  -0.093
C -1.721 0.636 1.752  -0.192
C -1.491 0.346 0.462  -0.694
Br -2.805 0.640 -0.847  0.821
C -0.317 -0.753 0.037  -0.694
Br -0.956 -2.458 0.514  0.846
C 0.471 -0.475 -1.268  -0.444
C 0.187 0.870 -1.965  -0.074
C 0.767 -1.672 -2.219  -0.021
C 1.144 -0.338 0.009  -0.500
C 1.589 1.041 0.600  -0.013
C 2.022 -1.437 0.454  -0.099
H -2.444 2.472 2.722  0.069
H -3.602 1.784 1.401  0.037
H -3.298 0.967 3.112  0.067
H -1.197 0.183 2.580  0.103
H -0.140 1.562 -1.165  0.050
H -0.628 0.790 -2.721  0.067
H 1.050 1.048 -2.533  0.076
H 0.114 -1.524 -3.128  0.104
H 0.403 -2.497 -1.677  -0.004
H 1.832 -1.874 -2.446  0.093
H 0.842 1.660 0.054  0.051
H 2.674 1.324 0.463  0.102
H 1.404 1.284 1.658  0.080
H 1.698 -2.432 0.354  0.012
H 2.215 -1.283 1.589  0.119
H 3.092 -1.433 -0.067  0.130

**Structure (SMILES)**: C/C=C(\Br)C1(Br)C(C)(C)C1(C)C
**Net charge**: 0
**Calculated total energy**: -5538.5472 hartree
**ΔE to the lowest compared entry with this formula, charge and spin**: 0.00 kcal/mol

Entry 3:
Below is a 10-piece molecular cluster, C60H150N6O28P4 overall at a distorted geometry, with properties calculated with the ωB97M-V functional and the def2-TZVPD basis.

Each line ends with the Löwdin charge.
Geometry (Å):
C -8.155 1.525 3.395  -0.068
C -7.705 2.259 4.644  -0.274
O -6.295 2.366 4.674  -0.177
P -5.285 1.838 5.772  0.337
O -5.821 1.913 7.140  -0.228
O -4.789 0.418 5.229  -0.207
C -5.235 -0.827 5.961  -0.185
C -6.599 -1.382 5.478  -0.050
O -4.085 2.711 5.346  -0.165
C -2.756 2.271 5.700  -0.240
C -1.914 3.508 5.706  -0.080
H -7.578 1.952 2.550  0.074
H -7.905 0.480 3.501  0.051
H -9.269 1.667 3.217  0.102
H -8.107 3.254 4.520  0.113
H -8.013 1.770 5.555  0.107
H -4.455 -1.549 5.753  0.108
H -5.280 -0.581 7.035  0.109
H -6.559 -1.738 4.461  0.038
H -6.839 -2.187 6.184  0.090
H -7.251 -0.559 5.661  0.048
H -2.817 1.867 6.738  0.140
H -2.399 1.619 4.936  0.093
H -2.388 4.195 6.375  0.069
H -0.898 3.276 6.105  0.076
H -1.778 4.083 4.774  0.088
C -2.910 3.848 -2.051  -0.065
C -1.507 4.470 -2.066  -0.183
O -0.692 3.405 -2.775  -0.211
P 0.657 3.773 -3.510  0.331
O 1.463 4.810 -2.829  -0.250
O 1.347 2.357 -3.606  -0.177
C 2.800 2.375 -3.620  -0.231
C 3.410 1.042 -3.092  -0.045
O 0.177 4.044 -4.977  -0.182
C 0.785 5.052 -5.837  -0.251
C -0.312 5.943 -6.365  -0.064
H -3.049 3.611 -3.073  0.062
H -2.869 2.917 -1.508  0.053
H -3.680 4.560 -1.609  0.109
H -1.620 5.382 -2.670  0.115
H -1.002 4.634 -1.126  0.109
H 3.095 2.451 -4.648  0.102
H 3.224 3.182 -3.008  0.100
H 4.421 1.175 -2.819  0.063
H 2.821 0.695 -2.255  0.060
H 3.473 0.275 -3.892  0.059
H 1.452 5.651 -5.192  0.113
H 1.390 4.497 -6.507  0.104
H 0.144 6.578 -7.113  0.075
H -1.164 5.346 -6.731  0.088
H -0.626 6.522 -5.465  0.092
C -7.968 -2.531 -4.097  -0.062
C -6.479 -2.886 -4.037  -0.278
O -5.623 -1.970 -4.720  -0.144
P -4.219 -1.807 -4.118  0.304
O -3.398 -3.014 -3.873  -0.231
O -3.632 -0.849 -5.210  -0.164
C -2.482 -1.100 -5.978  -0.283
C -2.130 0.218 -6.524  -0.061
O -4.441 -0.942 -2.838  -0.150
C -3.396 -0.784 -1.786  -0.176
C -2.086 -0.177 -2.252  -0.055
H -8.239 -2.109 -5.100  0.096
H -8.502 -3.459 -3.846  0.082
H -8.119 -1.780 -3.329  0.057
H -6.150 -3.002 -3.009  0.097
H -6.320 -3.914 -4.518  0.143
H -1.757 -1.449 -5.281  0.082
H -2.640 -1.801 -6.753  0.120
H -2.952 0.626 -7.217  0.117
H -2.124 0.941 -5.698  0.081
H -1.168 0.279 -6.956  0.044
H -3.834 -0.146 -1.044  0.072
H -3.108 -1.738 -1.350  0.090
H -1.428 -0.091 -1.398  0.060
H -1.556 -0.878 -2.861  0.051
H -2.151 0.746 -2.834  0.080
C -4.777 1.147 0.935  -0.050
C -4.699 -0.180 1.643  -0.203
O -5.942 -0.921 1.371  -0.203
P -6.012 -2.530 1.573  0.397
O -5.597 -3.125 2.854  -0.229
O -7.467 -2.787 1.130  -0.165
C -8.036 -1.978 0.056  -0.237
C -9.385 -2.652 -0.212  -0.066
O -5.102 -3.096 0.356  -0.187
C -3.884 -3.884 0.623  -0.287
C -4.077 -5.337 0.423  -0.083
H -3.925 1.706 1.179  0.063
H -4.914 1.021 -0.108  0.055
H -5.588 1.736 1.328  0.069
H -3.889 -0.800 1.292  0.096
H -4.633 0.057 2.702  0.111
H -8.216 -0.945 0.368  0.119
H -7.360 -2.002 -0.782  0.098
H -9.851 -2.211 -1.105  0.078
H -9.171 -3.699 -0.338  0.068
H -9.988 -2.615 0.735  0.097
H -3.083 -3.578 -0.063  0.096
H -3.498 -3.717 1.635  0.111
H -3.195 -5.911 0.774  0.090
H -5.023 -5.632 0.975  0.105
H -4.164 -5.534 -0.658  0.082
C 1.711 0.337 -6.858  -0.112
O 1.519 -1.055 -6.963  -0.157
C 1.823 -1.641 -5.744  -0.269
C 1.074 -2.892 -5.520  -0.221
N 1.441 -3.854 -6.507  -0.051
C 0.954 -5.198 -6.321  -0.203
C 1.837 -6.159 -5.542  -0.246
O 0.972 -7.239 -5.328  -0.197
C 1.542 -8.201 -4.443  -0.102
H 1.357 0.834 -7.753  0.090
H 2.745 0.636 -6.700  0.084
H 1.150 0.742 -6.016  0.076
H 1.734 -0.906 -4.949  0.106
H 2.914 -1.854 -5.763  0.114
H 0.038 -2.590 -5.506  0.100
H 1.228 -3.248 -4.478  0.126
H 1.280 -3.499 -7.482  0.142
H 0.865 -5.592 -7.313  0.114
H -0.045 -5.240 -5.824  0.136
H 2.188 -5.702 -4.615  0.106
H 2.737 -6.482 -6.056  0.121
H 0.863 -9.017 -4.271  0.076
H 1.776 -7.691 -3.411  0.111
H 2.481 -8.575 -4.804  0.071
C 0.164 2.171 3.311  -0.077
O -0.982 1.382 2.936  -0.184
C -0.766 0.592 1.769  -0.227
C -0.704 -0.869 2.000  -0.204
N -0.813 -1.643 0.787  -0.011
C 0.380 -1.718 -0.126  -0.162
C 0.068 -2.700 -1.214  -0.175
O 0.238 -4.004 -0.594  -0.207
C 0.076 -5.061 -1.454  -0.145
H 1.079 1.882 2.759  0.077
H 0.263 2.143 4.431  0.077
H -0.048 3.217 3.060  0.081
H 0.171 0.895 1.284  0.105
H -1.566 0.803 1.082  0.103
H -1.573 -1.274 2.562  0.138
H 0.229 -1.048 2.600  0.108
H -1.224 -2.513 0.868  0.056
H 1.263 -2.094 0.356  0.094
H 0.604 -0.713 -0.482  0.104
H 0.874 -2.611 -2.026  0.141
H -0.910 -2.659 -1.678  0.099
H -0.276 -5.959 -0.892  0.100
H 0.925 -5.465 -1.978  0.064
H -0.671 -4.888 -2.219  0.087
C 2.522 2.500 -0.124  -0.068
O 2.613 1.035 0.127  -0.261
C 3.931 0.762 0.660  -0.228
C 3.751 -0.349 1.603  -0.229
N 4.940 -0.692 2.330  -0.047
C 5.197 0.227 3.427  -0.192
C 6.367 -0.269 4.247  -0.191
O 6.056 -1.523 4.914  -0.198
C 5.409 -1.273 6.153  -0.109
H 2.427 2.980 0.860  0.065
H 1.578 2.710 -0.686  0.092
H 3.532 2.891 -0.540  0.109
H 4.269 1.647 1.253  0.119
H 4.496 0.599 -0.305  0.135
H 3.274 -1.145 0.997  0.121
H 3.015 0.037 2.388  0.131
H 4.956 -1.658 2.588  0.086
H 4.308 0.206 4.059  0.103
H 5.379 1.236 3.040  0.125
H 6.786 0.399 4.970  0.108
H 7.220 -0.514 3.560  0.121
H 4.978 -2.158 6.583  0.078
H 4.702 -0.421 6.138  0.075
H 6.223 -0.983 6.789  0.075
C 7.819 -1.507 0.559  -0.156
O 6.804 -1.602 -0.362  -0.192
C 6.109 -2.844 -0.330  -0.223
C 5.160 -2.726 -1.457  -0.239
N 5.842 -2.555 -2.708  -0.033
C 4.957 -2.772 -3.881  -0.197
C 5.614 -2.430 -5.172  -0.232
O 5.842 -1.034 -5.127  -0.187
C 6.423 -0.602 -6.326  -0.118
H 7.381 -1.590 1.652  0.091
H 8.285 -0.516 0.477  0.086
H 8.674 -2.233 0.521  0.094
H 5.632 -2.951 0.674  0.117
H 6.733 -3.704 -0.433  0.115
H 4.525 -1.862 -1.259  0.111
H 4.534 -3.629 -1.493  0.128
H 6.284 -1.648 -2.820  0.109
H 4.072 -2.186 -3.798  0.086
H 4.676 -3.813 -3.798  0.118
H 4.987 -2.649 -6.016  0.113
H 6.516 -2.979 -5.249  0.114
H 7.188 -1.344 -6.675  0.102
H 6.972 0.322 -6.244  0.079
H 5.685 -0.450 -7.108  0.082
C 1.298 6.712 6.020  -0.124
O 1.475 6.098 4.791  -0.206
C 2.234 6.872 3.917  -0.242
C 2.297 6.176 2.565  -0.227
N 3.500 6.535 1.862  -0.050
C 3.381 6.317 0.403  -0.203
C 3.980 7.488 -0.351  -0.228
O 3.198 8.616 -0.161  -0.186
C 2.103 8.790 -0.941  -0.136
H 0.743 7.654 5.915  0.090
H 2.298 6.924 6.385  0.082
H 0.720 6.002 6.658  0.101
H 3.233 7.024 4.374  0.136
H 1.704 7.813 3.778  0.124
H 1.386 6.375 1.975  0.124
H 2.345 5.112 2.786  0.111
H 3.498 7.536 2.021  0.095
H 2.354 6.205 0.125  0.082
H 3.932 5.378 0.056  0.130
H 4.020 7.156 -1.390  0.123
H 4.968 7.726 0.061  0.133
H 1.508 7.817 -1.039  0.109
H 2.260 9.174 -1.951  0.087
H 1.570 9.524 -0.398  0.077
C 2.200 -4.678 1.820  -0.065
O 1.574 -3.708 2.686  -0.198
C 2.249 -3.385 3.870  -0.235
C 1.177 -2.768 4.709  -0.222
N 1.619 -2.364 6.002  -0.061
C 0.831 -1.347 6.637  -0.192
C 1.307 0.059 6.154  -0.231
O 0.732 1.176 6.743  -0.192
C 1.539 1.590 7.822  -0.109
H 3.092 -4.287 1.260  0.093
H 1.460 -5.030 1.136  0.058
H 2.568 -5.494 2.423  0.077
H 3.192 -2.777 3.722  0.132
H 2.608 -4.287 4.353  0.114
H 0.343 -3.501 4.768  0.139
H 0.775 -1.927 4.153  0.085
H 2.111 -3.042 6.546  0.114
H 0.797 -1.465 7.744  0.130
H -0.192 -1.368 6.368  0.099
H 1.087 0.077 5.126  0.087
H 2.398 0.001 6.376  0.106
H 1.025 2.474 8.296  0.106
H 2.544 1.860 7.491  0.085
H 1.652 0.792 8.570  0.087

**Structure (SMILES)**: CCOP(=O)(OCC)OCC.CCOP(=O)(OCC)OCC.CCOP(=O)(OCC)OCC.CCOP(=O)(OCC)OCC.COCCNCCOC.COCCNCCOC.COCCNCCOC.COCCNCCOC.COCCNCCOC.COCCNCCOC
**Net charge**: 0
**Calculated total energy**: -6176.7680 hartree

Number 1: HOMO -9.66 eV. Number 2: HOMO -9.00 eV. Number 3: HOMO -8.43 eV.